N2O10SSr4 as an isolated structure at a distorted geometry, computed with wB97M-V/def2-TZVPD.

largest force on an atom = 6.6 eV Å⁻¹
charge = +4
spin multiplicity = 1
lowest unoccupied orbital energy = -16.00 eV
electronic energy = -37582.5280 eV

Each line ends with the Mulliken charge.
Element x y z (Å)
Sr (2.30, 4.87, 1.19)  1.48
Sr (2.56, -2.50, 0.04)  1.88
Sr (5.30, 2.82, -1.10)  1.49
Sr (-1.05, -0.15, 1.30)  1.83
N (2.11, 1.02, -0.04)  0.69
O (2.59, 2.24, -0.09)  -0.47
O (0.97, 0.75, -0.02)  -0.50
O (2.92, 0.21, 0.54)  -0.63
N (-2.99, 1.27, -0.70)  1.30
O (-3.74, 2.08, -1.22)  -0.46
O (-1.77, 1.31, -0.79)  -0.72
O (-3.37, 0.32, 0.04)  -0.59
S (-1.18, -2.87, 0.18)  1.37
O (0.05, -2.03, 0.44)  -0.91
O (-2.24, -1.99, 0.59)  -0.83
O (-1.29, -3.23, -1.27)  -0.47
O (-1.18, -4.13, 0.90)  -0.46